The following is a DFT calculation (the ωB97M-V functional and the def2-TZVPD basis) of an isolated molecule of C5H6O.

Values from the calculation:
Highest occupied orbital energy (eV): -9.7
E (Ha): -269.28890
Lowest unoccupied orbital energy (eV): 0.872
SMILES string: C#CCC(C)=O
Kohn-Sham gap (eV): 10.556
Maximum force (eV/A): 0.52
Relative energy (zero: lowest compared OMol25 entry of this formula, charge and spin) (kcal per mole): 36.0
M (g/mol): 82.10

Last column: Löwdin charge in e.
Geometry (Å):
C1 2.285881 -0.032383 1.172825  0.12
C2 1.489188 -0.322885 0.318199  -0.14
C3 0.504906 -0.700418 -0.699052  -0.14
C4 -0.931503 -0.516448 -0.189080  -0.45
C5 -1.419320 0.904550 -0.035945  -0.01
O1 -1.619177 -1.476641 0.067128  0.09
H1 3.000920 0.211500 1.927579  0.03
H2 0.655882 -0.091373 -1.599617  0.12
H3 0.625977 -1.753704 -0.967905  0.12
H4 -2.474097 0.899922 0.244158  0.09
H5 -1.284829 1.458246 -0.972045  0.09
H6 -0.833825 1.419629 0.733752  0.09

Forces on the atoms, in the same order (eV/Å):
-0.3 -0.1 -0.3
0.3 0.1 0.4
0.0 -0.1 0.0
-0.2 -0.2 0.1
-0.1 0.0 0.0
0.3 0.4 -0.1
-0.1 0.0 -0.1
0.0 -0.1 0.1
0.0 0.1 0.0
0.2 0.0 0.0
0.0 -0.1 0.1
0.0 -0.1 -0.1